Record 1
Here is a cluster of 2 separate species, C7H10N2O3 in total in a non-equilibrium geometry from the Open Molecules 2025 dataset. Energies are from ωB97M-V/def2-TZVPD.

Calculated values
Maximum force, Eh/bohr: 0.04222
SMILES string: C=CN(O)C=O.CC#CC(N)=O
LUMO level, eV: 0.8
Kohn-Sham gap, Ha: 0.3300
HOMO energy, eV: -8.2

```
22
Properties=species:S:1:pos:R:3:lowdin_charge:R:1
C 0.56256 3.17343 -0.51325 -0.14
C -0.26608 4.12788 -0.93730 0.02
C -1.00855 1.31527 0.00294 -0.31
C 1.36992 -2.94695 2.48873 -0.08
C 0.75118 -2.32523 1.30523 -0.05
C 0.28157 -1.99417 0.24798 0.06
C -0.38166 -1.72814 -1.06092 -0.49
H 0.66798 0.58254 1.15192 0.08
H 1.65059 3.15348 -0.67092 0.13
H -1.33197 4.03759 -0.75406 0.05
H 0.13137 5.02922 -1.40432 0.05
H -1.72093 1.73347 -0.72322 0.15
H 2.10477 -3.66244 2.11695 0.08
H 1.83800 -2.23499 3.15285 0.07
H 0.59962 -3.51127 3.05065 0.09
H -0.92831 -3.66717 -1.25287 0.09
H -1.57093 -2.64477 -2.45809 0.12
N 0.15417 1.99947 0.10262 -0.14
N -0.85198 -2.80692 -1.75455 0.16
O 1.17617 1.30901 0.73399 0.03
O -1.21572 0.40488 0.77691 0.01
O -0.51159 -0.57590 -1.49163 0.03
```

Record 2
Here is a structure of composition C5H7NO from the Open Molecules 2025 dataset. Energies are from ωB97M-V/def2-TZVPD.

Calculated values
Maximum force, Eh/bohr: 0.01042
LUMO level, eV: 1.0
Kohn-Sham gap, Ha: 0.4027
HOMO energy, eV: -9.9

```
14
Properties=species:S:1:pos:R:3:lowdin_charge:R:1
N 2.39687 0.25204 0.64292 0.17
C 1.42021 -0.05112 -0.08320 -0.43
O 0.93001 -1.27754 -0.48237 0.03
C -0.32546 -0.66256 -0.89180 -0.22
C -1.29017 -0.54771 0.30493 -0.10
C -0.75078 0.88059 0.60322 -0.11
C 0.23691 0.73596 -0.57844 -0.14
H 2.87469 -0.57810 0.98668 0.06
H -0.66757 -1.02785 -1.86123 0.15
H -1.08649 -1.30427 1.06702 0.12
H -2.35027 -0.57954 0.04294 0.11
H -0.24802 1.01887 1.56400 0.11
H -1.49287 1.67001 0.47172 0.11
H 0.39267 1.53898 -1.29864 0.15
```

Record 3
Here is a structure of composition C4H6O2 from the Open Molecules 2025 dataset. Energies are from ωB97M-V/def2-TZVPD.

Calculated values
Maximum force, Eh/bohr: 0.00942
LUMO level, eV: 0.4
Kohn-Sham gap, Ha: 0.3646
HOMO energy, eV: -9.5

```
12
Properties=species:S:1:pos:R:3:lowdin_charge:R:1
O 0.44890 -0.52528 2.12113 0.11
C 0.28865 -0.50489 0.80334 -0.33
C 1.09317 0.31484 -0.17260 -0.02
C 0.14258 -0.38567 -1.19011 -0.44
O 0.03381 -0.31998 -2.38779 0.07
C -0.52887 -1.10566 -0.09441 0.06
H -0.19522 -1.13097 2.51595 0.13
H -1.44076 2.29805 -0.38506 0.05
H 2.15255 0.05477 -0.25868 0.12
H 0.97396 1.40031 -0.09505 0.10
H -1.62543 1.72285 -0.81887 0.04
H -1.34335 -1.81836 -0.03785 0.11
```

Record 4
Here is a structure of composition C22H29ClN2O6Si2Tc from the Open Molecules 2025 dataset. Energies are from ωB97M-V/def2-TZVPD.

Calculated values
Maximum force, Eh/bohr: 0.01583
2S+1: 4
LUMO level (alpha / beta), eV: -0.6 / -0.7
Kohn-Sham gap (alpha / beta), Ha: 0.2583 / 0.2282
HOMO energy (alpha / beta), eV: -7.6 / -6.9

```
63
Properties=species:S:1:pos:R:3:lowdin_charge:R:1
Tc 0.32888 -0.16463 -0.16839 1.36
C 4.12495 1.50346 1.30502 -0.17
Si 3.52832 1.00598 -0.40547 0.36
C 3.84542 -0.81575 -0.66766 -0.18
C 4.49642 1.98714 -1.68857 -0.18
N 1.83578 1.24272 -0.63400 -0.21
C 1.03884 2.36378 -0.44261 -0.49
C 1.58658 3.64473 0.12200 0.01
C 0.89416 4.51477 0.86158 -0.05
C -0.51846 4.51649 1.27048 -0.05
C -1.47514 3.58627 1.16471 0.00
C -1.27132 2.24354 0.61719 -0.45
N -2.07290 1.37785 0.20238 0.08
Si -3.81551 1.31627 0.01205 0.42
C -4.69173 1.85589 1.57724 -0.17
C -4.22223 2.41214 -1.44327 -0.16
C -4.20810 -0.46992 -0.34303 -0.17
H 5.18326 1.25935 1.43055 0.03
H 3.56474 0.96994 2.07643 0.03
H 4.00782 2.57246 1.49490 0.02
H 4.91963 -1.01766 -0.65155 0.03
H 3.44745 -1.15004 -1.62776 0.03
H 3.37911 -1.42864 0.10698 0.02
H 5.57210 1.92926 -1.50580 0.03
H 4.22449 3.04616 -1.69402 0.02
H 4.31147 1.59446 -2.69182 0.03
H 2.62190 3.86677 -0.11193 0.10
H 1.43242 5.39727 1.18930 0.11
H -0.83024 5.46372 1.69721 0.11
H -2.48226 3.82902 1.47570 0.10
H -4.52665 2.90791 1.81495 0.02
H -4.35702 1.25943 2.42853 0.04
H -5.77039 1.71239 1.47760 0.03
H -3.89293 3.43802 -1.26578 0.03
H -5.29476 2.42702 -1.64990 0.03
H -3.70882 2.05301 -2.33746 0.03
H -3.85566 -1.11242 0.46646 0.03
H -3.71403 -0.79428 -1.26131 0.03
H -5.28288 -0.62510 -0.46172 0.03
Cl -0.19941 0.42749 -3.18866 0.61
C 0.63457 2.00032 -3.02653 -0.47
C 0.20443 2.67306 -1.73461 -0.38
O -0.71662 3.44574 -1.73396 0.13
O 0.05683 1.86183 0.62133 -0.15
H 0.31012 2.61999 -3.85670 0.08
H 1.70037 1.80364 -3.04950 0.06
O -0.45934 -1.85078 0.92354 -0.13
C 0.08482 -2.63285 0.08998 -0.60
O 0.72187 -2.10628 -0.88918 -0.16
C -0.00278 -4.10019 0.22351 -0.14
C -0.71482 -4.65429 1.27802 -0.01
C -0.81191 -6.03705 1.43465 0.02
C -0.17085 -6.80870 0.49691 -0.21
O -0.11980 -8.16882 0.42348 0.04
C 0.69607 -8.47907 -0.70826 -0.12
O 1.06364 -7.25339 -1.33442 0.04
C 0.53984 -6.25470 -0.55718 -0.20
C 0.64709 -4.90314 -0.72767 0.08
H -1.19495 -3.98691 1.98007 0.12
H -1.36282 -6.48481 2.24929 0.12
H 0.12303 -9.08834 -1.40847 0.14
H 1.59410 -9.00182 -0.37202 0.14
H 1.19711 -4.45901 -1.54443 0.13
```